Record 1
{"formula": "C5H13NO2", "method": "ωB97M-V/def2-TZVPD", "symbols": ["C", "N", "C", "C", "C", "C", "O", "H", "H", "H", "H", "H", "H", "H", "H", "H", "H", "H", "H", "H", "O"], "coordinates": [[0.303076, -0.241751, -1.914448], [0.276224, 0.387947, -0.718358], [0.325715, 1.973593, -0.689858], [1.981151, -0.931311, 0.555719], [0.616924, -0.246535, 0.576867], [-0.442682, -1.387392, 0.785526], [0.547764, -1.456933, -1.960895], [-0.073354, 0.346487, -2.842157], [0.256451, 2.361925, -1.613900], [-0.601351, 2.213537, 0.075177], [1.385543, 2.311740, -0.216128], [2.196847, -1.403106, 1.441134], [2.028342, -1.651147, -0.321086], [2.724485, -0.129596, 0.471950], [0.647255, 0.504475, 1.353950], [-0.387216, -2.070204, 1.470046], [-0.392363, -2.071558, -0.069960], [-1.455141, -1.105952, 0.727413], [-3.171292, 1.420372, 1.541925], [-3.027345, 0.363002, 0.406987], [-3.739036, 0.812397, 0.940106]], "atomic_forces_ev_per_a": [[-0.4, -2.0, 0.0], [0.7, 4.1, 0.0], [0.2, -3.3, 6.5], [0.0, 1.2, -3.2], [-0.8, -2.7, -0.6], [0.2, 2.9, -4.8], [-0.3, 1.6, -1.1], [0.8, -0.5, 1.4], [-0.7, 1.3, -3.2], [2.5, 0.1, -2.2], [-2.6, -0.8, -1.0], [0.2, -1.3, 2.2], [0.1, 1.0, 1.2], [0.2, -0.3, -0.4], [-0.5, 0.3, 0.0], [1.1, -3.1, 5.1], [0.4, 0.5, -0.3], [-1.3, 1.0, 0.2], [-1.6, -1.5, -1.4], [-1.1, 0.6, 0.7], [2.8, 1.0, 0.7]], "nbo_charge": [0.515, -0.445, -0.387, -0.623, -0.034, -0.631, -0.641, 0.132, 0.196, 0.203, 0.204, 0.209, 0.252, 0.196, 0.204, 0.211, 0.247, 0.190, 0.466, 0.469, -0.933], "smiles": "CC(C)N(C)C=O.O", "relative_energy_ev": 2.941, "spin_multiplicity": 1}



Record 2
{"formula": "C7H11MoNP", "method": "ωB97M-V/def2-TZVPD", "symbols": ["C", "C", "C", "C", "C", "Mo", "P", "H", "H", "H", "H", "H", "H", "H", "H", "C", "C", "N", "H", "H", "H"], "coordinates": [[-2.056311, -0.276808, -0.717048], [-2.013855, 1.057122, -1.274788], [-1.930193, 2.019826, -0.191116], [-2.061665, 1.277982, 1.011808], [-1.965078, -0.131732, 0.695393], [-0.075174, 0.704718, -0.377029], [1.431309, 0.639291, -2.242936], [-2.198137, -1.188193, -1.301965], [-2.225342, 1.347524, -2.285439], [-1.835153, 3.099343, -0.277599], [-1.839724, -0.914940, 1.446882], [-2.342667, 1.718982, 1.961901], [2.741063, 1.147201, -2.125495], [1.083342, 1.336157, -3.449629], [1.700803, -0.644593, -2.794304], [2.512889, -2.212065, 2.233651], [1.797079, -1.152675, 1.554056], [1.168193, -0.401381, 0.910452], [1.822873, -3.062898, 2.432728], [2.918575, -1.834721, 3.183825], [3.367176, -2.528140, 1.606653]], "atomic_forces_ev_per_a": [[0.2, 0.9, -0.4], [-0.9, 0.5, -0.6], [-0.3, -1.3, -0.7], [0.6, -1.0, -0.4], [-0.7, 1.1, 0.7], [-0.3, 0.3, 2.3], [0.1, 0.3, -1.4], [0.3, 0.3, 0.3], [0.0, -0.2, -0.3], [-0.3, -0.3, -0.1], [-0.4, 0.2, -0.4], [0.9, -0.2, 0.2], [0.0, -0.2, 0.0], [0.2, -0.4, 0.5], [0.0, 0.4, 0.2], [0.4, -0.3, 0.4], [-1.8, 1.5, -1.7], [2.2, -2.0, 1.5], [0.5, 0.6, -0.2], [-0.2, -0.2, -0.2], [-0.5, 0.0, 0.3]], "nbo_charge": [-0.283, -0.348, -0.301, -0.203, -0.277, 0.659, 0.169, 0.269, 0.259, 0.266, 0.257, 0.261, 0.036, 0.040, 0.062, -0.743, 0.498, -0.478, 0.288, 0.286, 0.281], "spin_multiplicity": 3, "total_charge": 1, "e_tot_ha": -737.3069}



Record 3
{"formula": "C21H42HgN3O8", "method": "ωB97M-V/def2-TZVPD", "symbols": ["Hg", "C", "C", "C", "O", "H", "H", "H", "H", "H", "H", "H", "C", "C", "C", "O", "C", "C", "C", "O", "O", "O", "H", "H", "C", "C", "C", "O", "C", "N", "H", "H", "H", "H", "H", "H", "H", "H", "H", "H", "H", "C", "C", "C", "O", "C", "N", "H", "H", "H", "H", "H", "H", "H", "H", "H", "H", "H", "C", "C", "C", "O", "C", "N", "H", "H", "H", "H", "H", "H", "H", "H", "H", "H", "H"], "coordinates": [[0.756397, 0.474334, -0.608887], [1.602597, 0.733084, 3.883313], [1.776697, 1.763084, 2.708893], [2.953507, 2.674394, 2.814773], [1.729267, 1.268494, 1.431833], [2.349707, -0.059506, 3.841673], [0.683317, 0.147524, 3.871713], [1.949517, 1.284294, 4.757333], [0.893577, 2.365734, 2.921073], [3.907777, 2.193344, 2.600113], [2.896217, 3.185234, 3.775943], [2.742207, 3.471154, 2.101603], [-0.066683, -3.853356, -3.615387], [-1.500293, -4.277576, -3.738767], [-2.591913, -3.272296, -3.342187], [-3.765003, -3.592986, -3.469827], [-2.158503, -1.915056, -2.901547], [-0.868863, -1.590816, -2.894847], [0.189817, -2.592686, -3.214747], [1.413647, -2.335516, -3.459637], [-0.560213, -0.398996, -2.479397], [-1.816293, -5.460066, -3.878367], [0.651657, -4.564116, -3.996457], [-2.937313, -1.253646, -2.551697], [-3.305703, 1.456944, -0.520017], [-2.351573, 1.873574, 0.697563], [-3.034073, 1.809234, 2.088113], [-2.177993, 2.137224, 3.233593], [-2.522873, 1.545784, 4.437303], [-1.183843, 0.951574, 0.698733], [-2.641973, 0.958464, -1.226477], [-3.856633, 2.271014, -0.991037], [-4.065253, 0.764014, -0.158037], [-1.937153, 2.871054, 0.551273], [-3.466593, 0.816154, 2.209903], [-3.764783, 2.617214, 2.124653], [-2.294683, 0.480554, 4.400933], [-3.582343, 1.749314, 4.592833], [-1.879303, 1.952714, 5.217253], [-1.701773, 0.085304, 0.661233], [-0.793323, 0.983754, 1.629633], [1.464107, -2.700216, 2.071513], [0.799737, -2.879916, 0.553953], [-0.785493, -2.920236, 0.516833], [-1.335083, -1.639936, 0.904363], [-2.803393, -1.681646, 0.818833], [1.297537, -1.802536, -0.286577], [0.984247, -3.480756, 2.661933], [1.393177, -1.715336, 2.533113], [2.533077, -2.867726, 1.939823], [1.223707, -3.823256, 0.209783], [-1.109623, -3.722976, 1.179143], [-1.105353, -3.296306, -0.454947], [-3.082703, -2.300256, 1.671713], [-3.202963, -2.280256, 0.000223], [-3.430333, -0.796896, 0.929543], [1.525417, -2.238646, -1.168617], [2.240517, -1.680126, 0.053883], [2.444757, 1.174344, -4.083357], [3.134157, 1.226734, -2.663657], [2.639077, 2.452714, -1.822107], [1.284877, 2.387304, -1.496077], [0.706987, 3.500624, -0.756257], [2.771467, -0.017316, -2.022757], [2.707477, 0.258784, -4.613287], [2.855547, 1.927394, -4.755867], [1.401027, 1.477024, -4.167737], [4.220257, 1.287204, -2.733107], [2.798747, 3.392404, -2.350877], [3.233317, 2.567124, -0.915517], [0.883247, 4.506914, -1.136247], [0.965277, 3.535994, 0.302113], [-0.376663, 3.383514, -0.766437], [3.663197, -0.303366, -1.644467], [2.389737, -0.648326, -2.712837]], "atomic_forces_ev_per_a": [[-0.9, -2.0, 0.9], [2.1, -0.1, -1.0], [-1.4, -1.5, -0.4], [-0.3, 0.9, 0.6], [0.1, -0.8, -0.5], [0.5, -0.2, -0.4], [-0.5, 0.8, 0.4], [-1.1, -0.1, 0.7], [-0.6, 0.9, -0.1], [0.0, 0.0, 0.1], [0.6, 0.0, 0.4], [0.4, 0.0, -0.3], [-5.5, -2.2, -0.3], [2.5, -1.1, 1.9], [-0.1, 1.8, -0.5], [0.0, 0.0, 0.3], [-2.4, -3.3, -0.7], [1.1, 2.2, 2.0], [2.2, -0.8, -2.9], [1.6, 3.0, 1.8], [1.0, 0.3, -0.1], [-0.3, 0.4, -0.7], [0.3, 0.3, 0.2], [0.0, 0.2, -0.1], [0.8, 0.4, 1.6], [0.4, 0.3, -0.2], [0.3, 1.0, 0.5], [0.9, 0.2, -2.5], [-0.1, -0.4, -0.2], [-1.8, 0.5, -0.1], [-0.2, 0.0, -0.3], [0.3, 0.2, 0.1], [0.1, -0.1, -0.1], [-0.4, 0.2, 0.0], [-0.2, 0.0, 0.2], [-0.7, -0.4, -0.2], [-0.4, -0.4, 0.1], [-0.2, -0.3, 0.7], [-0.2, 0.3, 0.0], [1.1, -0.3, -0.2], [0.6, 0.1, 0.2], [-1.2, -0.4, -2.3], [-0.8, 1.0, 2.8], [1.5, -0.2, 0.4], [-1.2, -1.0, -1.0], [0.2, -2.5, 1.2], [1.1, -0.7, 0.2], [0.3, 0.1, 0.3], [-0.6, 0.0, -0.3], [0.0, -0.4, 0.1], [-0.5, -0.3, -0.1], [-0.1, 0.1, 0.6], [-0.1, 0.7, -0.5], [-0.3, 0.0, 0.4], [0.5, 0.4, -0.7], [1.1, 0.5, -0.2], [-0.6, 0.3, -1.2], [0.4, 0.7, 0.3], [1.4, 1.4, -0.4], [-2.4, 1.0, -1.3], [1.5, 0.6, -0.3], [-1.1, 1.9, -0.1], [-0.4, 0.0, 0.3], [0.9, 0.9, 0.9], [-0.6, -0.3, 0.4], [0.6, 0.4, 0.1], [-0.3, -0.9, 0.8], [0.0, 0.4, -0.3], [0.1, 0.0, -0.5], [0.1, -0.4, 0.4], [0.6, -0.2, -0.7], [0.6, -0.6, 0.0], [0.1, -0.4, -0.3], [-0.4, -1.1, 0.4], [-0.3, -1.1, -0.1]], "mulliken_charge": [3.360, -1.706, 0.671, -1.478, -1.071, 0.375, 0.277, 0.415, 0.055, 0.287, 0.477, 0.268, -1.001, 0.370, 0.145, -0.684, -0.625, 0.501, 0.838, -0.872, -0.882, -0.706, 0.403, 0.452, -1.158, 0.042, -0.949, -0.314, -0.727, 0.280, 0.155, 0.484, 0.346, 0.588, 0.462, 0.413, 0.244, 0.376, 0.231, 0.132, -0.232, -1.511, -0.044, -0.766, -0.476, -1.001, -0.537, 0.481, 0.113, 0.503, 0.449, 0.509, 0.231, 0.369, 0.275, 0.255, 0.110, 0.166, -1.581, 0.275, -0.823, -0.559, -0.775, -0.319, 0.475, 0.476, 0.265, 0.399, 0.441, 0.313, 0.478, 0.134, 0.142, 0.115, 0.179], "relative_energy_ev": 4.612, "spin_multiplicity": 1, "total_charge": -1}



Record 4
{"formula": "C16H25N3O3S", "method": "ωB97M-V/def2-TZVPD", "symbols": ["O", "S", "O", "N", "C", "H", "C", "H", "O", "C", "H", "C", "H", "H", "H", "H", "H", "C", "C", "N", "C", "N", "H", "C", "C", "C", "C", "C", "C", "C", "H", "H", "H", "H", "H", "H", "H", "H", "H", "H", "H", "H", "H", "C", "C", "H", "H", "H"], "coordinates": [[-4.335690, -0.785368, -1.805046], [-3.857391, -1.110189, -0.540915], [-4.272151, -2.268855, -0.020443], [-4.446944, 0.057925, 0.525124], [-4.388973, 1.260417, -0.127856], [-3.573052, 1.409026, -0.542546], [-5.745844, 1.668857, -0.632262], [-5.672858, 2.874710, -1.189710], [-6.889722, 1.610138, -0.147957], [-6.904245, 0.191283, 0.344434], [-7.942494, 0.357113, 0.920080], [-5.861801, -0.064580, 1.132575], [-5.766803, -1.406742, 1.353634], [-5.738868, 0.513046, 2.196792], [-6.979225, -0.437224, -0.655366], [-5.739151, 1.147492, -1.582040], [-4.281120, 1.959921, 0.926703], [-2.289758, -0.991475, -0.296696], [-1.367175, -0.309800, -1.456466], [-0.196861, -0.218586, -1.171957], [0.390255, -0.642409, -0.240851], [1.648137, -0.341709, 0.031036], [2.156193, 0.020950, -0.928557], [2.595565, -0.761582, 1.116335], [4.101302, -0.220902, 0.411914], [4.760596, -1.082216, -0.582371], [6.146868, -0.894931, -0.786297], [6.299877, 0.963231, -0.977653], [5.614461, 1.478984, 0.388020], [4.268585, 1.085879, 0.565314], [3.857400, 1.733388, 1.335111], [3.611677, 1.438354, -0.485151], [5.802072, 2.636316, 0.167047], [6.255943, 1.114634, 1.136317], [7.278121, 1.007812, -1.076791], [5.759618, 1.321006, -1.800476], [6.557099, -1.207632, -1.840804], [6.727013, -1.012800, 0.341538], [4.582715, -2.141887, -0.421234], [3.991348, -0.711878, -1.370084], [4.777242, -0.769190, 1.685450], [2.486118, -1.827261, 1.333169], [2.229638, -0.373476, 1.901647], [-0.329782, -1.327316, 0.961781], [-1.745908, -1.269131, 0.735746], [-2.092637, -1.813022, 1.582026], [0.312382, -1.595090, 1.877469], [-1.791782, -0.265230, -2.289736]], "atomic_forces_ev_per_a": [[0.2, 1.1, -4.0], [-3.3, 5.3, 0.6], [-2.7, -8.8, 3.7], [-1.5, -2.9, 0.4], [-7.6, 4.4, 10.2], [7.0, 1.8, -5.1], [7.2, 6.2, -10.2], [0.4, -3.0, 1.9], [-4.8, -2.3, 5.3], [-9.3, 2.6, -4.5], [2.2, -1.6, -1.1], [8.6, -6.1, 7.0], [-0.9, 4.2, -0.2], [-0.7, -1.3, -2.7], [0.0, 0.9, 2.2], [-0.2, -0.7, -1.0], [0.2, -0.6, -2.5], [0.7, 6.4, -14.1], [-5.2, -4.2, 9.5], [1.0, 4.7, -9.7], [3.1, -5.7, 15.0], [4.1, 1.5, -4.4], [-1.7, -1.1, 3.3], [2.5, -2.1, -9.2], [-1.6, -10.3, 10.3], [-5.0, -0.2, -1.4], [4.2, 5.2, -0.6], [-5.0, -4.8, 3.8], [5.2, 4.0, -4.9], [-3.0, 7.3, -3.8], [-0.7, -1.0, 0.4], [1.5, 0.1, 2.2], [-0.8, -2.0, 1.4], [0.7, -0.1, 1.5], [4.6, 1.1, -0.1], [-0.7, 0.2, -1.4], [-0.4, -0.2, 2.7], [-1.2, -0.3, -3.7], [-0.7, -0.1, 0.3], [1.9, -1.2, -0.7], [-1.1, 1.3, -2.6], [0.7, -0.3, -0.7], [-1.4, 3.9, 6.1], [1.4, 2.5, -3.7], [9.2, -5.3, 12.8], [-2.0, 0.1, 0.5], [-1.8, 0.2, -1.5], [-3.3, 1.3, -7.3]], "nbo_charge": [-0.962, 2.452, -0.979, -0.703, -0.214, 0.198, -0.041, 0.139, -0.502, -0.198, 0.245, -0.300, 0.279, 0.243, 0.226, 0.151, 0.124, -0.579, 0.253, -0.494, 0.446, -0.573, 0.368, -0.161, -0.010, -0.510, -0.409, -0.347, -0.405, -0.480, 0.260, 0.157, 0.214, 0.213, 0.190, 0.186, 0.246, 0.227, 0.233, 0.198, 0.076, 0.194, 0.180, -0.332, -0.142, 0.240, 0.228, 0.175], "relative_energy_ev": 22.471, "spin_multiplicity": 1}



Record 5
{"formula": "C6H9N", "method": "ωB97M-V/def2-TZVPD", "symbols": ["C", "C", "C", "C", "C", "C", "N", "H", "H", "H", "H", "H", "H", "H", "H", "H"], "coordinates": [[0.863586, -1.769405, 0.186080], [-0.107007, -0.630297, 0.113688], [0.058671, 0.589686, -0.491773], [1.401876, 1.251043, -0.525391], [-1.199630, 1.265047, -0.441700], [-2.044725, 0.489239, 0.301337], [-1.391111, -0.679663, 0.613533], [1.610564, -1.649143, -0.607781], [0.359446, -2.724396, -0.004753], [1.404026, -1.850829, 1.137775], [2.216778, 0.563015, -0.770100], [1.564678, 1.577144, 0.510664], [1.451820, 2.142642, -1.153344], [-1.450545, 2.196187, -0.936640], [-3.040632, 0.692819, 0.664250], [-1.637409, -1.267736, 1.393150]], "atomic_forces_ev_per_a": [[0.0, 0.0, 0.1], [0.0, 0.1, 0.0], [0.0, 0.0, 0.3], [0.1, 0.1, -0.1], [0.0, 0.1, 0.1], [-0.1, 0.0, 0.0], [0.0, -0.1, 0.1], [-0.1, 0.0, 0.2], [0.0, 0.2, 0.1], [-0.1, 0.0, -0.1], [-0.1, 0.1, -0.1], [0.3, 0.1, -0.2], [0.0, -0.2, -0.1], [0.1, 0.0, 0.3], [0.0, -0.2, -0.2], [-0.2, -0.2, -0.3]], "nbo_charge": [-0.646, 0.125, -0.095, -0.623, -0.301, -0.071, -0.519, 0.228, 0.221, 0.212, 0.210, 0.211, 0.214, 0.219, 0.208, 0.406], "smiles": "Cc1cc[nH]c1C", "relative_energy_ev": 0.578, "spin_multiplicity": 1}